The following is a quantum chemistry calculation of a cluster of 2 separate species, C7H9F3NO8S3 in total, from OMol25.

Results
Molar mass ... 388.34 g mol⁻¹
E_LUMO ... 0.0268 Ha
Energy relative to the best compared isomer or geometry (same formula, charge and spin) ... 144.1 kcal/mol
Charge ... -1
Gap between HOMO and LUMO ... 6.80 eV
Largest force on an atom ... 0.1559 hartree/bohr
HOMO level ... -6.0714 eV

Each line ends with the Löwdin charge.
Cartesian coordinates (Å):
C: -3.056 3.451 0.240  -0.10
C: -1.780 3.336 -0.835  -0.25
O: -1.440 1.906 -0.893  -0.21
C: -0.032 1.675 -1.248  -0.12
C: 0.594 0.517 -0.269  -0.37
N: 1.541 -0.327 -1.107  0.12
C: 2.533 0.489 -1.659  -0.46
S: 3.222 1.785 -2.579  0.59
C: -0.373 -0.260 0.809  -0.06
O: -0.167 0.243 2.203  -0.24
S: 0.807 1.646 2.091  0.89
O: -0.110 2.890 2.202  -0.33
O: 1.981 1.819 3.112  -0.33
O: 1.528 1.265 0.587  -0.24
H: -2.680 2.864 1.205  0.08
H: -3.351 4.562 0.476  0.08
H: -3.941 2.843 -0.280  0.09
H: -2.131 3.787 -1.883  0.13
H: -0.945 4.029 -0.398  0.12
H: -0.029 1.362 -2.399  0.15
H: 0.664 2.613 -1.165  0.13
H: -1.547 -0.152 0.717  0.16
H: -0.228 -1.437 0.927  0.13
C: 1.467 -5.704 0.570  -0.58
F: 1.887 -6.845 -0.065  0.08
F: 0.588 -6.120 1.538  0.07
F: 2.563 -5.227 1.243  0.08
S: 0.725 -4.450 -0.600  0.48
O: -0.421 -5.124 -1.224  -0.35
O: 1.793 -4.124 -1.555  -0.35
O: 0.336 -3.309 0.241  -0.37

The following is a quantum chemistry calculation of a cluster of 2 separate species, C7H9FN6O in total, from OMol25.

Results
Molar mass ... 212.19 g mol⁻¹
E_LUMO (alpha / beta) ... -0.0062 / -0.0062 Ha
Energy relative to the best compared isomer or geometry (same formula, charge and spin) ... 48.6 kcal/mol
Charge ... 0
Gap between HOMO and LUMO (alpha / beta) ... 7.37 / 7.37 eV
Largest force on an atom ... 0.1110 hartree/bohr
HOMO level (alpha / beta) ... -7.5393 / -7.5388 eV

Each line ends with the Löwdin charge.
Cartesian coordinates (Å):
C: -1.076 -2.178 0.148  0.03
C: -1.786 -0.031 0.289  -0.02
C: -2.152 -1.362 0.458  -0.21
C: -0.522 -0.077 -0.313  -0.27
C: -0.374 2.163 -0.635  -0.13
C: -2.514 1.206 0.095  -0.37
C: 3.271 -1.280 -1.386  0.02
N: 0.168 0.991 -0.676  0.07
N: -0.065 -1.379 -0.269  -0.09
N: -1.676 2.337 -0.216  0.14
N: 1.404 0.722 2.210  0.01
N: 2.040 -0.966 -1.039  -0.09
N: 1.192 -1.719 -0.404  0.02
O: -3.718 1.422 0.045  0.07
F: -3.260 -1.912 1.001  0.07
H: -1.136 -3.267 0.235  0.14
H: 0.221 3.072 -0.883  0.15
H: 0.907 -0.223 2.155  0.04
H: 3.636 -2.149 -0.948  0.05
H: 3.896 -0.488 -1.769  0.06
H: -2.198 3.228 -0.141  0.17
H: 1.708 0.616 1.248  -0.03
H: 0.570 1.324 2.117  0.01
H: 1.466 -0.049 -1.322  0.17

The following is a quantum chemistry calculation of the molecule C7H9FO2, from OMol25.

Results
Molar mass ... 144.15 g mol⁻¹
E_LUMO ... 0.0301 Ha
Energy relative to the best compared isomer or geometry (same formula, charge and spin) ... 37.7 kcal/mol
Charge ... 0
Gap between HOMO and LUMO ... 8.92 eV
Largest force on an atom ... 0.0816 hartree/bohr
SMILES ... CO\C(F)=C/C=C\C=C\O
HOMO level ... -8.1019 eV

Each line ends with the Löwdin charge.
Cartesian coordinates (Å):
C: 0.040 1.792 0.062  -0.16
C: 0.171 1.668 -1.212  -0.13
C: -0.893 1.070 0.834  -0.11
C: -0.182 0.502 -2.021  -0.01
C: -0.879 1.130 2.152  -0.16
C: 0.098 -0.734 -1.593  -0.35
C: 2.009 -1.831 -0.972  -0.05
O: -1.810 0.362 2.805  -0.01
O: 0.942 -1.023 -0.566  -0.04
F: -0.518 -1.805 -2.206  0.06
H: 0.445 2.684 0.590  0.13
H: 0.787 2.481 -1.634  0.11
H: -1.418 0.241 0.376  0.12
H: -0.900 0.709 -2.852  0.13
H: -0.194 1.670 2.787  0.13
H: 2.572 -1.399 -1.755  0.09
H: 1.617 -2.677 -1.405  0.07
H: 2.644 -1.962 -0.122  0.10
H: -1.872 -0.469 2.340  0.09

The following is a quantum chemistry calculation of the molecule C7H9IO2, from OMol25.

Results
Molar mass ... 252.05 g mol⁻¹
E_LUMO ... -0.0065 Ha
Energy relative to the best compared isomer or geometry (same formula, charge and spin) ... 60.7 kcal/mol
Charge ... 0
Gap between HOMO and LUMO ... 7.64 eV
Largest force on an atom ... 0.0819 hartree/bohr
SMILES ... CO/C(I)=C/C=C\C=C\O
HOMO level ... -7.8149 eV

Each line ends with the Löwdin charge.
Cartesian coordinates (Å):
C: -0.294 -2.529 0.903  -0.11
C: -0.176 -1.383 1.720  -0.11
C: -0.782 -2.456 -0.412  -0.13
C: -0.292 -0.073 1.081  -0.14
C: -0.429 -1.446 -1.224  -0.27
C: 0.481 0.313 0.054  -0.64
C: 0.761 2.712 -0.331  -0.09
O: -1.299 -0.964 -2.152  0.03
O: 0.275 1.443 -0.678  -0.22
I: 2.680 -0.230 -0.166  0.81
H: -0.477 -3.521 1.500  0.13
H: -0.097 -1.374 2.842  0.11
H: -1.615 -3.013 -0.672  0.10
H: -1.144 0.507 1.379  0.13
H: 0.657 -1.154 -1.533  0.06
H: 0.721 3.305 -1.171  0.06
H: 1.837 2.584 -0.148  0.05
H: 0.170 3.272 0.422  0.11
H: -0.715 -0.325 -2.609  0.11

The following is a quantum chemistry calculation of a structure of composition C7H9MgO5P, from OMol25.

Results
Molar mass ... 228.42 g mol⁻¹
E_LUMO ... -0.3239 Ha
Energy relative to the best compared isomer or geometry (same formula, charge and spin) ... 23.5 kcal/mol
Charge ... +2
Gap between HOMO and LUMO ... 9.67 eV
Largest force on an atom ... 0.1211 hartree/bohr
HOMO level ... -18.4839 eV

Each line ends with the Löwdin charge.
Cartesian coordinates (Å):
O: -2.905 3.069 1.131  0.18
C: -2.303 2.140 0.802  0.09
Mg: -1.350 -0.013 0.194  0.68
O: -2.179 3.941 -4.303  0.04
C: -2.172 3.238 -3.406  -0.01
C: -3.677 -0.435 0.052  0.07
O: -4.828 -0.553 -0.090  0.20
C: -1.703 -0.641 -2.183  0.08
O: -2.032 -1.115 -3.178  0.18
C: 0.531 -1.966 0.813  -0.15
P: 1.485 -0.424 0.610  0.64
C: 1.832 0.314 2.228  -0.13
C: 2.880 -0.702 -0.488  -0.13
O: 0.507 0.566 -0.077  -0.45
H: 1.144 -2.783 1.239  0.10
H: 0.181 -2.273 -0.187  0.07
H: -0.369 -1.792 1.453  0.06
H: 2.435 -0.236 2.969  0.09
H: 2.236 1.327 2.099  0.08
H: 0.873 0.544 2.713  0.06
H: 2.444 -1.011 -1.441  0.07
H: 3.336 0.260 -0.753  0.09
H: 3.635 -1.455 -0.198  0.09

The following is a quantum chemistry calculation of the molecule C7H9N, from OMol25.

Results
Molar mass ... 107.16 g mol⁻¹
E_LUMO ... 0.0389 Ha
Energy relative to the best compared isomer or geometry (same formula, charge and spin) ... 101.8 kcal/mol
Charge ... 0
Gap between HOMO and LUMO ... 10.43 eV
Largest force on an atom ... 0.0788 hartree/bohr
SMILES ... C#C[C@]1(C=C)CCN1
HOMO level ... -9.3759 eV

Each line ends with the Löwdin charge.
Cartesian coordinates (Å):
C: -2.462 -0.480 -0.204  0.01
C: -1.497 0.241 0.349  -0.12
C: -0.013 0.155 -0.019  -0.50
C: 0.992 -0.549 0.973  -0.10
C: 1.596 -1.229 -0.245  -0.21
C: 0.351 1.528 -0.257  -0.11
C: 0.639 2.720 -0.309  0.12
H: -3.523 -0.273 0.097  0.07
H: -2.279 -1.318 -0.850  0.05
H: -1.719 0.961 1.118  0.10
H: 0.564 -1.211 1.800  0.13
H: 1.658 0.279 1.451  0.13
H: 2.433 -0.635 -0.599  0.11
H: 1.846 -2.273 -0.089  0.10
H: 0.402 -0.813 -1.963  0.16
H: 0.688 3.869 -0.356  0.07
N: 0.324 -0.973 -0.898  0.00